Computed, not measured: a cluster of 2 separate species, C34H29BF10O2 in total, with the ωB97M-V functional and the def2-TZVPD basis.

```
76
C34H29BF10O2 (the ωB97M-V functional and the def2-TZVPD basis)
H 5.615 -0.389 2.940
H 1.761 -2.859 1.040
H 4.853 1.017 0.348
C -3.847 -1.928 1.201
H -4.629 0.082 0.943
H 5.426 -0.634 0.596
C 3.274 0.164 -3.951
H -1.594 1.571 -3.667
C -3.683 1.267 -4.108
O 1.685 -0.912 2.712
C 2.912 -1.393 2.123
C -2.073 -1.260 -0.859
H -0.793 -0.292 3.620
H -4.464 -2.167 2.061
H 0.147 1.525 -3.579
C -2.106 -2.567 -0.368
C -0.848 -1.088 -3.190
C -2.112 -0.524 -3.865
F -5.443 -1.885 -4.528
C -1.710 1.648 3.818
H 2.906 -3.260 3.167
F -1.567 5.624 2.829
C -0.895 -0.839 -1.727
C 0.325 1.257 2.602
H 4.521 -2.705 2.699
H -0.861 -2.174 -3.381
F -3.954 2.609 -3.935
H 3.415 -2.629 0.413
C 1.585 -1.581 -3.671
H -2.496 3.659 3.761
H -5.736 0.748 -4.561
C 3.759 -0.069 1.841
H 4.298 0.458 -4.169
H 0.967 2.873 1.332
H -0.740 0.239 -1.561
C -3.121 -1.436 -4.201
C 3.547 -2.378 3.082
F -3.447 2.213 5.367
C 2.912 -1.170 -3.764
C 0.570 -0.611 -3.616
F 3.912 -2.107 -3.597
H -2.981 -3.902 1.069
H 2.126 -1.413 0.082
B 1.620 0.432 2.404
C -0.742 0.760 3.358
C -2.982 -0.306 -0.380
C -4.419 -0.971 -4.396
C 2.538 -2.113 0.829
H 3.676 -1.938 4.075
H -0.032 -1.352 -1.271
O 2.744 0.960 1.790
C 2.253 1.103 -3.816
C -2.368 0.843 -3.894
C -1.728 2.973 3.406
H -1.404 -3.308 -0.774
C -0.765 4.832 2.056
C 0.906 0.747 -3.670
F 2.578 2.444 -3.765
H 5.084 1.301 2.852
C -4.726 0.389 -4.387
C 4.731 0.269 2.976
C 4.528 -0.011 0.535
C -3.893 -0.658 0.621
F -2.121 0.537 5.875
F 0.491 5.377 2.095
C -0.757 3.399 2.511
H 4.252 0.182 3.961
F -1.211 4.955 0.765
C -2.976 -2.896 0.670
H -2.890 -2.499 -4.229
H -2.960 0.717 -0.772
C -2.722 1.189 4.831
H 3.925 -0.346 -0.312
C 0.238 2.540 2.062
H 1.344 -2.642 -3.636
F -3.626 0.307 4.286
```

Output
Frontier orbital gap, eV: 9.51
Strongest force on any atom, eV/A: 2.226
Total charge: 0
E_HOMO, eV: -9.286
Spin multiplicity: 1

---

Computed, not measured: a structure of composition C34H29BN10PSV, with the ωB97M-V functional and the def2-TZVPD basis.

```
77
C34H29BN10PSV (the ωB97M-V functional and the def2-TZVPD basis)
C -1.443 -3.261 -1.768
C 0.772 -2.058 -4.535
N -0.834 2.892 0.519
C -1.815 4.067 2.112
C 1.895 2.552 -3.413
H 4.986 2.738 -1.353
P 1.423 -0.709 1.480
C 0.056 -1.080 -2.421
C -0.945 4.925 1.466
H -2.493 -2.073 5.327
H -2.399 -1.278 1.866
N 0.613 1.191 -1.925
H 2.338 3.518 -3.611
H 0.373 4.427 -0.258
H 3.610 3.652 0.486
C 0.738 0.166 -2.790
H 2.400 -2.767 0.560
N 2.088 -0.937 -6.036
C 0.180 -1.137 3.540
C 0.024 -2.167 -3.293
C -1.322 -0.963 3.830
C 2.529 -2.184 1.474
H 2.561 1.622 -5.236
N -2.582 0.877 -0.525
C -4.782 0.782 -0.939
C 0.900 0.106 3.003
C 2.492 0.458 0.541
C 1.465 -0.869 -4.870
N 0.098 0.894 2.051
H -5.721 0.669 -1.450
S 1.791 -2.402 -6.636
H -3.191 0.462 -2.484
C 3.263 -0.050 -0.513
C -1.920 -2.207 4.418
N -1.724 2.864 1.532
C -0.362 4.134 0.475
N -3.260 1.113 0.626
V -0.462 0.781 -0.046
H -2.486 4.228 2.938
C -0.734 -3.286 -2.949
C 4.145 0.765 -1.199
N 0.881 -3.006 -5.451
C -0.163 -1.701 2.124
H -1.149 -4.972 2.542
H 3.572 -1.889 1.560
H -5.279 1.253 1.196
C 1.184 2.348 -2.233
H 0.793 -1.726 4.220
H 1.077 3.139 -1.507
C 2.023 1.513 -4.304
H -2.320 -4.233 4.496
C -0.333 -3.164 1.939
H 3.178 -1.091 -0.797
C 1.432 0.287 -3.993
H -1.627 -0.070 4.374
H 0.170 -3.648 1.109
C -4.578 1.075 0.398
H 1.504 0.714 3.671
H -0.770 5.966 1.671
H 4.737 0.358 -2.008
C -1.815 -3.452 3.941
C -3.495 0.677 -1.471
C 3.508 2.614 0.195
C 2.604 1.805 0.875
H 2.260 -2.826 2.314
H -0.768 -4.134 -3.620
C -1.478 -0.880 2.293
H -1.887 -2.108 -0.014
H -3.067 1.596 2.859
N -0.591 -1.087 -1.236
B -2.400 1.527 1.860
C -1.081 -3.911 2.754
C -1.342 -2.144 -0.946
C 4.279 2.102 -0.836
H 1.989 2.230 1.657
H -2.068 -4.088 -1.465
N -1.244 0.476 1.838
```

Output
Frontier orbital gap (spin up / spin down), eV: 6.10 / 6.85
Strongest force on any atom, eV/A: 0.939
Relative energy (zero: lowest compared OMol25 entry of this formula, charge and spin), kJ/mol: 621.23
Total charge: +1
E_HOMO (spin up / spin down), eV: -9.320 / -10.179
Spin multiplicity: 4

---

Computed, not measured: a structure of composition C34H29Br2I2N6O2Pt, with the ωB97M-V functional and the def2-TZVPD basis.

```
76
C34H29Br2I2N6O2Pt (the ωB97M-V functional and the def2-TZVPD basis)
C -1.196 -4.910 -2.147
Br -7.842 -1.180 -0.357
H -1.381 4.903 -0.350
H 0.725 0.211 6.133
N -3.252 -0.662 0.262
H 5.713 3.353 0.837
H 2.148 -3.168 -0.764
H -0.972 0.435 -3.333
C 2.764 0.472 -2.347
C 3.656 2.851 0.973
N -1.031 -2.290 -1.243
C -5.340 0.213 -0.484
C 2.064 -1.802 3.735
H -0.186 1.851 -1.446
C -3.878 -1.715 0.765
C -0.177 -1.071 3.078
C -5.248 -1.897 0.651
C -0.252 -0.385 4.343
H -0.614 2.880 0.900
H 0.672 -0.891 -4.623
N 3.392 2.617 -0.327
H 3.540 3.071 -2.352
H -5.911 1.000 -0.949
C 2.685 2.234 1.736
C -3.241 1.579 -0.519
N 2.236 1.892 -0.435
C -2.171 -2.770 -1.736
H 2.948 -2.397 3.555
C -3.023 3.845 -1.263
C 1.836 1.174 -1.582
C 0.005 -4.395 -1.688
C -5.989 -0.938 -0.040
H 0.233 -3.206 1.436
C -1.907 3.964 -0.433
C 2.329 -0.258 -3.441
Pt -0.891 -0.402 0.114
H 1.927 -1.017 0.481
H 3.813 0.499 -2.097
C -3.736 2.647 -1.255
C 1.968 -1.066 4.931
C 1.047 -1.787 2.817
H -4.641 2.552 -1.832
H -5.730 -2.758 1.086
C 4.821 3.653 1.385
C 4.132 3.138 -1.442
C 1.347 -2.425 -0.871
I -2.053 0.592 4.760
H 5.064 2.583 -1.581
Br -3.554 5.268 -2.388
C -2.295 -4.067 -2.205
H 1.617 -1.734 -1.675
H 2.012 -3.196 1.535
C 1.767 1.628 0.851
H -1.273 -5.937 -2.468
N 1.155 -1.672 0.362
H -3.233 -4.406 -2.612
C 0.060 0.402 -3.020
H -3.272 -2.441 1.288
H 0.898 -4.997 -1.664
H 4.390 4.185 -1.269
H -3.012 -2.093 -1.776
C 0.477 1.141 -1.914
C 0.981 -0.316 -3.765
C 0.808 -0.351 5.217
H 2.600 2.222 2.802
O -1.155 -1.062 2.292
O 0.715 0.999 1.107
C 1.116 -2.562 1.531
C -3.970 0.328 -0.289
H 3.058 -0.778 -4.040
C -1.474 2.838 0.245
H 4.999 3.544 2.451
C 0.054 -3.075 -1.267
N -2.075 1.660 0.143
H 4.647 4.710 1.176
I 3.557 -1.057 6.311
```

Output
Frontier orbital gap (spin up / spin down), eV: 4.59 / 4.58
Strongest force on any atom, eV/A: 5.316
Relative energy (zero: lowest compared OMol25 entry of this formula, charge and spin), kJ/mol: 496.71
Total charge: +3
E_HOMO (spin up / spin down), eV: -15.988 / -15.985
Spin multiplicity: 1

---

Computed, not measured: a structure of composition C34H29BrCrN2O6SbSe, with the ωB97M-V functional and the def2-TZVPD basis.

```
75
C34H29BrCrN2O6SbSe (the ωB97M-V functional and the def2-TZVPD basis)
C -1.986 -0.688 -2.345
H 2.296 -1.633 2.928
H 2.512 -1.060 7.822
O 1.948 5.852 -0.670
H -0.190 -2.441 -4.424
H 1.955 0.855 6.401
C 2.373 -1.483 3.994
H -3.347 4.669 -3.336
H 3.871 0.004 -2.679
H 0.500 -0.965 1.067
H 4.225 0.744 -0.627
C -2.459 2.999 -2.337
Se 2.179 4.496 -1.500
C -0.520 -0.946 1.440
H -2.355 -2.056 4.053
C -1.502 -0.252 0.737
Br 0.719 2.487 1.633
H -1.956 0.582 -4.083
C 0.538 -2.446 -3.623
C 0.805 -3.596 -2.905
H 3.496 -0.125 1.830
H 2.873 -3.525 4.343
C -3.087 -2.806 -2.657
N 3.491 0.034 -0.665
C 2.647 0.448 1.465
C -2.777 2.894 0.033
H -3.261 -0.944 -5.470
C -3.522 4.065 -0.016
H -4.123 -0.872 2.795
H 1.935 -4.468 -1.294
O 2.257 1.194 -2.316
C -2.805 -0.243 1.230
C -3.022 -1.223 -4.453
H -2.136 -2.216 -0.841
C 2.111 -0.216 4.545
C 1.869 1.104 2.406
C 1.729 -3.575 -1.868
C 2.979 0.027 -2.028
C -3.747 4.695 -1.229
H 2.997 -3.274 6.806
H -3.379 -3.770 -2.263
C -3.109 -0.891 2.417
H 0.279 -4.511 -3.149
H -3.972 -3.141 -4.580
O 0.721 3.586 -1.614
C -0.823 -1.594 2.630
H -3.593 0.264 0.686
C 2.478 -1.185 6.747
C -2.379 -1.924 -1.854
H -0.043 -2.107 3.178
H -2.592 2.430 0.995
O 0.855 -0.156 -4.028
C 2.394 -2.393 -1.582
H -2.001 2.639 -3.250
C 1.186 -1.252 -3.312
C -3.209 4.163 -2.390
C 2.748 -2.427 6.181
C 2.164 -0.106 5.947
H -3.913 4.490 0.900
O 2.896 4.621 -2.930
C 1.740 0.945 3.775
C -2.299 -0.350 -3.656
H 1.334 0.606 -3.597
C -3.417 -2.455 -3.955
C 2.144 -1.220 -2.286
O 2.902 3.279 -0.532
N 2.417 0.478 0.155
Cr 1.465 1.985 -0.778
C 2.685 -2.563 4.801
C -2.256 2.336 -1.130
Sb -0.925 0.670 -1.087
H -4.320 5.613 -1.266
C -2.118 -1.561 3.121
H 1.301 1.759 4.336
H 3.132 -2.354 -0.791
```

Output
Frontier orbital gap (spin up / spin down), eV: 6.16 / 7.47
Strongest force on any atom, eV/A: 1.168
Relative energy (zero: lowest compared OMol25 entry of this formula, charge and spin), kJ/mol: 19.73
Total charge: -1
E_HOMO (spin up / spin down), eV: -3.736 / -5.664
Spin multiplicity: 5

---

Computed, not measured: a structure of composition C34H29Cl5N2O3P2PdS2, with the ωB97M-V functional and the def2-TZVPD basis.

```
78
C34H29Cl5N2O3P2PdS2 (the ωB97M-V functional and the def2-TZVPD basis)
C 1.251 -2.933 1.200
C -2.383 -0.473 0.177
S 2.967 -3.287 -3.216
H 4.142 -2.686 0.001
C 3.339 2.662 -1.109
C -1.191 4.154 -2.130
H -2.146 3.430 1.060
H -1.158 -2.006 -0.647
C -2.531 1.731 -1.991
H -0.084 3.475 -0.427
C -3.187 -2.678 -0.336
H 0.498 -5.437 -0.959
H -1.636 -4.135 2.517
C 1.595 2.175 -2.637
C -1.279 1.592 1.764
H 4.882 -1.822 1.343
H -0.797 0.806 5.027
C 2.244 1.890 -1.449
C -1.096 1.379 4.158
C -4.445 -2.334 0.134
C 2.606 -1.471 3.259
C 2.988 4.137 -2.944
P 2.491 -1.632 1.450
Cl 0.383 1.122 -3.245
C -0.910 0.860 2.889
C -1.655 2.640 4.312
H 4.139 -3.413 1.630
Cl 5.073 4.723 -1.302
H 0.334 -2.981 -4.182
N 1.721 2.421 2.254
C -0.686 -4.893 0.748
C 0.165 -3.072 2.062
H -5.647 -0.793 1.024
H -2.434 4.572 -3.826
N 0.217 -0.199 -0.059
O 1.367 2.333 1.032
H -2.467 4.355 3.314
C 0.392 -4.766 -0.115
Pd 2.084 0.434 -0.051
C -4.670 -1.062 0.645
C 0.040 -2.998 -3.134
H -3.639 2.414 -3.689
H 0.080 -2.439 2.935
C -1.848 2.850 1.923
H -5.250 -3.058 0.113
Cl 3.392 5.559 -3.822
C -2.032 3.371 3.196
C 3.726 3.790 -1.814
C -2.155 -1.753 -0.313
C 2.103 -2.102 -2.465
H 2.190 -3.715 -0.578
H 1.704 -1.019 3.666
P -1.049 0.768 0.163
H -3.051 0.782 -1.955
H -1.794 3.053 5.302
O 2.424 1.542 2.704
S 3.031 -0.843 -1.720
H 3.428 -0.794 3.487
Cl 1.069 3.727 -4.792
H 0.209 -3.995 -2.727
C -0.863 3.241 -1.140
Cl 4.272 2.078 0.249
C -3.641 -0.135 0.674
H -0.466 -0.118 2.750
C 1.354 -3.792 0.107
C 1.940 3.318 -3.367
H -3.819 0.855 1.079
C -2.186 3.859 -3.051
H 2.786 -2.445 3.716
H -3.003 -3.676 -0.714
C -1.525 2.016 -1.069
C 4.058 -2.483 1.067
H -0.997 -2.700 -3.016
O 0.792 -2.027 -2.396
C -2.861 2.650 -2.975
H -0.662 5.097 -2.184
H -1.436 -5.654 0.575
C -0.798 -4.043 1.838
```

Output
Frontier orbital gap (spin up / spin down), eV: 6.47 / 6.47
Strongest force on any atom, eV/A: 1.348
Relative energy (zero: lowest compared OMol25 entry of this formula, charge and spin), kJ/mol: 231.93
Total charge: 0
E_HOMO (spin up / spin down), eV: -8.109 / -8.109
Spin multiplicity: 1

---

Computed, not measured: a structure of composition C34H29Cl5N2O3P2PdS2, with the ωB97M-V functional and the def2-TZVPD basis.

```
78
C34H29Cl5N2O3P2PdS2 (the ωB97M-V functional and the def2-TZVPD basis)
C 2.945 1.666 -2.800
S 3.009 -3.249 2.450
H -0.712 -1.256 -1.884
H 1.682 -4.524 -1.811
N 3.153 0.132 0.310
C -2.167 4.763 -0.258
Pd -0.308 -0.473 0.423
C 4.747 -1.007 3.033
H 1.556 3.054 3.467
C -1.349 -2.097 -1.550
Cl -4.390 -2.667 -2.688
H 5.331 3.943 1.638
H 1.191 -3.585 0.343
H 0.365 6.242 1.446
Cl -5.624 1.715 0.219
C -4.481 0.524 -0.276
C -0.543 -4.114 2.188
C -3.190 0.520 0.251
C -1.472 3.705 -0.823
O 4.070 -0.135 -0.433
H 0.517 -3.896 2.315
C 4.418 3.322 -3.724
C 3.243 1.358 1.110
H 1.909 4.813 -2.012
C -0.143 5.535 0.803
C -3.888 -1.394 -1.629
H 1.396 0.976 2.130
C 4.368 2.156 0.964
C -1.503 5.673 0.552
H 5.297 3.571 -4.304
Cl -6.442 -0.504 -1.822
N 0.174 0.788 -1.431
C 3.647 4.338 -3.174
C 0.526 -3.381 -0.485
S 0.863 -1.258 3.277
C 3.448 3.632 2.625
P -1.409 -2.817 1.311
H -1.867 -2.878 -3.574
C 2.221 1.663 1.992
H 5.142 1.869 0.268
H -0.695 -5.036 1.629
H 4.676 1.204 -3.967
C -2.586 -1.316 -1.166
H 2.659 0.634 -2.635
C 0.787 -3.926 -1.696
H 5.086 -1.808 3.689
C 4.461 3.306 1.729
C 0.562 4.488 0.234
O 2.165 -0.563 0.424
C 2.468 -1.766 2.984
H 3.535 4.525 3.232
H 3.923 5.373 -3.326
C -2.252 -0.384 -0.187
H -1.985 2.970 -1.431
H 4.975 -1.287 2.004
C 2.519 4.025 -2.431
C 2.167 2.687 -2.251
H -2.051 6.493 0.998
H -3.228 -1.441 2.071
C -4.837 -0.453 -1.203
H -1.683 -0.858 2.764
H -2.425 -2.356 3.368
C 2.336 2.814 2.756
H 0.026 -4.403 -3.695
C -0.106 3.575 -0.582
H -3.229 4.862 -0.436
C 4.068 1.990 -3.540
C -0.155 -3.831 -2.794
O 3.352 -0.762 3.203
H 1.619 4.369 0.438
H 5.232 -0.069 3.295
Cl -3.192 -3.895 0.856
P 0.727 2.180 -1.328
C -2.269 -1.727 2.490
H -1.001 -4.182 3.173
C -0.693 -2.639 -0.289
Cl -2.742 1.652 1.495
C -1.217 -3.021 -2.723
```

Output
Frontier orbital gap (spin up / spin down), eV: 5.52 / 5.52
Strongest force on any atom, eV/A: 2.056
Relative energy (zero: lowest compared OMol25 entry of this formula, charge and spin), kJ/mol: 438.37
Total charge: 0
E_HOMO (spin up / spin down), eV: -6.847 / -6.848
Spin multiplicity: 1